(1)
DFT (ωB97M-V with the def2-TZVPD basis set) results for a single C4H9NO2 molecule.

Geometry as XYZ:
```
16
Properties=species:S:1:pos:R:3:forces:R:3
N 2.255 -0.722 1.729 0.0 -0.2 0.1
C 1.049 -0.936 1.129 -0.1 -0.1 0.2
O 0.304 -1.771 1.619 0.2 0.1 -0.3
C 0.622 -0.095 -0.071 -0.1 0.3 -0.1
C -0.900 0.098 0.033 0.0 0.2 0.2
C -1.577 0.512 -1.256 0.0 -0.7 0.0
O -1.295 1.871 -1.542 -0.1 0.1 -0.4
H 2.361 -1.310 2.549 0.4 0.4 -0.3
H 2.963 -0.045 1.478 -0.4 -0.2 -0.1
H 1.163 0.848 -0.104 0.0 0.2 0.2
H 0.869 -0.557 -1.041 0.0 -0.3 0.5
H -1.286 -0.865 0.347 -0.2 -0.2 -0.1
H -1.150 0.781 0.857 0.1 0.0 -0.3
H -1.169 -0.154 -2.027 0.0 0.1 -0.2
H -2.662 0.294 -1.240 0.3 0.4 0.3
H -1.548 2.049 -2.460 0.1 0.0 0.4
```
Positions in Å, forces in eV/Å.

energy above the lowest of the compared OMol25 structures with the same formula, charge and spin	17.8	kcal per mole
total energy	-363.057091	Eh
2S+1	1
SMILES	NC(=O)CCCO
E_LUMO	0.03234	Eh

(2)
DFT (ωB97M-V with the def2-TZVPD basis set) results for an isolated ion of composition C11H22N3 and charge +1 in a non-equilibrium geometry.

Geometry as XYZ:
```
36
Properties=species:S:1:pos:R:3:forces:R:3
C -3.112 -0.493 -1.271 -5.0 0.3 -0.2
C -3.185 0.261 0.035 0.7 -0.9 0.5
C -4.516 0.036 0.646 -0.9 3.0 -2.9
C -2.002 -0.154 1.025 -3.0 1.7 0.7
N -0.717 0.088 0.405 0.2 2.2 -0.8
C -0.303 1.302 0.156 1.9 -2.4 -0.3
C 1.082 1.276 -0.569 -2.3 -2.6 1.6
N 2.037 2.233 -0.323 0.9 4.2 0.3
C 1.615 -0.164 -0.071 -2.0 0.5 -0.7
C 2.604 -0.702 -1.129 1.1 -0.8 2.4
C 3.775 -1.301 -0.256 0.6 2.9 -2.8
C 3.720 -0.439 0.965 0.0 -0.4 0.5
N 2.283 -0.174 1.194 1.7 1.3 1.2
C 0.254 -0.943 0.036 0.7 -1.1 -0.6
H -3.476 -1.486 -1.096 0.9 -1.1 0.1
H -3.969 -0.227 -2.048 1.7 0.3 1.7
H -2.237 -0.358 -1.749 3.1 -0.2 -1.8
H -3.182 1.280 -0.185 0.8 2.0 -0.2
H -5.268 0.462 -0.091 0.7 0.1 1.1
H -4.707 0.387 1.588 -0.2 1.4 2.3
H -4.837 -0.899 0.638 -0.8 -4.8 0.1
H -2.155 0.444 2.046 0.7 -1.3 -2.2
H -2.299 -1.185 1.162 1.1 -0.5 0.4
H -0.795 2.147 0.550 -0.8 0.9 0.2
H 0.772 1.100 -1.591 0.4 0.4 -0.6
H 1.994 2.651 0.662 0.2 -0.8 -2.1
H 2.087 3.026 -1.043 -0.2 -1.6 1.7
H 2.974 0.109 -1.706 0.4 0.8 -0.5
H 2.320 -1.484 -1.779 -1.2 -0.6 -0.7
H 3.653 -2.320 -0.057 -0.4 -1.5 0.4
H 4.701 -1.162 -0.882 -0.6 -0.3 1.0
H 3.908 -1.098 1.755 1.3 -0.6 1.6
H 4.399 0.432 0.999 -0.5 -0.3 -0.3
H 2.300 0.533 2.005 -1.2 -1.0 -2.3
H 0.110 -1.575 -0.914 -0.6 1.4 1.2
H 0.172 -1.602 0.895 0.6 -0.5 -0.1
```
Positions in Å, forces in eV/Å.

energy above the lowest of the compared OMol25 structures with the same formula, charge and spin	25.1	kcal per mole
total energy	-596.266440	Eh
2S+1	1
net charge	+1
SMILES	CC(C)C[N+]1=C[C@@H](N)[C@]2(CCCN2)C1
E_LUMO	-0.15201	Eh

(3)
DFT (ωB97M-V with the def2-TZVPD basis set) results for a 12-piece molecular cluster, C6H36N2O11 overall in a non-equilibrium geometry.

Geometry as XYZ:
```
55
Properties=species:S:1:pos:R:3:forces:R:3
C 0.132 -0.374 -0.773 -2.5 -1.6 -0.8
C 0.850 -0.482 0.577 0.2 -0.3 -1.3
C 1.979 0.465 0.668 -1.0 3.9 1.9
C 1.717 1.657 1.308 -1.4 -1.9 -1.0
N 0.369 1.936 1.781 0.4 -0.5 -0.1
C 3.324 0.340 0.073 0.9 0.7 -2.0
C 4.031 -0.978 0.490 1.4 2.2 2.1
N 3.864 -1.345 1.923 0.2 1.4 -0.8
H -0.460 0.512 -1.083 1.0 0.2 0.9
H -0.788 -1.007 -0.520 1.3 0.1 -1.3
H 0.618 -0.693 -1.736 -0.3 -0.3 1.6
H 1.293 -1.482 0.702 -0.8 0.0 0.0
H -0.034 -0.312 1.229 1.5 -0.4 0.4
H 2.394 2.512 1.309 -0.1 -0.3 0.2
H -0.164 1.121 2.128 0.8 0.5 -0.5
H 0.415 2.542 2.563 0.1 0.9 0.7
H 3.822 1.338 0.288 0.0 -1.5 0.1
H 3.311 0.369 -1.109 -0.2 -0.3 2.0
H 3.766 -1.624 -0.281 -0.8 -2.1 -0.6
H 5.118 -0.868 0.439 0.0 0.3 -0.8
H 3.201 -0.778 2.434 -0.2 0.0 -0.3
H 3.665 -2.287 2.102 -0.5 -1.3 0.0
O -2.014 3.805 0.241 0.2 0.1 -1.2
H -2.273 4.598 0.700 -0.2 0.0 0.6
H -2.038 3.022 0.785 0.0 0.0 0.8
O -3.127 -1.709 2.195 2.7 -1.6 0.4
H -3.927 -1.467 2.616 -0.9 1.3 -0.9
H -2.541 -1.594 1.411 -2.3 0.4 0.2
O -1.663 -0.343 -3.993 -1.5 -1.0 -0.9
H -1.347 0.422 -3.521 0.6 0.0 0.0
H -0.898 -0.830 -4.390 -0.8 1.4 1.1
O -0.650 -2.025 3.209 0.1 0.2 -0.9
H -0.662 -2.044 4.156 -0.2 0.0 0.6
H -1.556 -1.827 2.879 0.2 -0.4 0.8
O -2.946 -0.938 -1.455 -0.2 -0.4 0.5
H -3.273 -1.710 -0.953 -0.1 0.6 -0.6
H -3.336 -0.926 -2.342 0.2 -0.2 0.2
O -2.031 -3.216 0.278 -1.0 -1.0 -1.0
H -2.706 -3.929 0.104 1.0 1.1 0.6
H -1.707 -3.016 -0.613 0.3 0.0 0.2
O 0.443 2.157 -2.473 0.3 -0.9 -0.8
H 0.720 2.260 -1.560 -0.1 0.3 0.2
H -0.375 2.635 -2.610 0.1 0.1 0.0
O 0.750 -0.602 -4.000 -1.5 -0.8 -1.4
H 0.985 -0.057 -3.263 1.5 0.3 0.0
H 1.174 -1.170 -4.634 1.6 0.4 0.8
O 0.016 4.648 -1.377 0.0 0.0 -0.5
H 0.001 4.576 -0.427 0.0 0.1 0.6
H -0.671 4.007 -1.594 0.0 0.6 0.1
O 1.494 -3.310 2.143 1.4 -0.1 -0.5
H 1.625 -4.261 2.142 -0.5 0.0 0.1
H 0.618 -3.049 2.423 -0.8 -0.1 0.4
O -3.828 1.649 -0.057 -0.3 -0.5 0.4
H -3.034 1.125 -0.221 -0.2 0.0 -0.4
H -3.648 2.553 -0.311 0.3 0.2 -0.2
```
Positions in Å, forces in eV/Å.

energy above the lowest of the compared OMol25 structures with the same formula, charge and spin	124.7	kcal per mole
total energy	-1187.195601	Eh
2S+1	1
SMILES	CC/C(=C\N)CCN.O.O.O.O.O.O.O.O.O.O.O
E_LUMO	0.00302	Eh